Molecular formula: C41H27F5N10O3RhS
Method: DFT, ωB97M-V/def2-TZVPD

## Properties
LUMO level (spin up / spin down): -10.6 / -10.6 eV
orbital gap (spin up / spin down): 3.59 / 3.60 eV
net charge: +3

XYZ file:
```
88
C41H27F5N10O3RhS, DFT ωB97M-V/def2-TZVPD
Rh 1.719 -3.322 -0.333
F -1.552 3.229 0.292
C -2.350 2.137 0.337
C -1.722 0.948 0.565
C -2.422 -0.257 0.519
C -1.609 -1.461 0.704
O -0.485 -1.451 1.172
C -2.289 -2.596 0.151
C -3.635 -2.579 -0.062
N -4.429 -1.495 0.054
C -5.844 -1.774 -0.009
C -6.860 -0.992 -0.798
C -6.907 -0.984 0.701
C -3.801 -0.263 0.217
C -4.430 0.985 0.082
C -3.750 2.212 0.144
N -4.402 3.424 0.084
C -3.694 4.678 0.321
C -4.689 5.800 0.627
N -5.815 5.230 1.402
C -6.620 4.322 0.537
C -5.702 3.652 -0.504
C -1.432 -3.809 -0.212
O -2.030 -4.816 -0.526
O -0.183 -3.624 -0.160
H -0.658 0.923 0.749
H -4.098 -3.513 -0.352
H -6.000 -2.845 -0.007
H -7.603 -1.569 -1.329
H -6.546 -0.119 -1.347
H -7.684 -1.555 1.188
H -6.625 -0.103 1.254
H -5.486 1.007 -0.097
H -3.079 4.973 -0.540
H -3.033 4.554 1.181
H -5.089 6.247 -0.282
H -4.184 6.579 1.198
H -6.405 5.976 1.789
H -5.429 4.698 2.192
H -7.387 4.900 0.022
H -7.103 3.575 1.165
H -5.587 4.301 -1.381
H -6.160 2.728 -0.851
N 5.600 -4.473 -0.347
C 6.489 -3.406 -0.301
C 7.807 -3.619 0.086
C 8.702 -2.566 0.099
C 8.288 -1.283 -0.245
C 6.966 -1.050 -0.590
C 6.070 -2.110 -0.631
S 4.388 -1.825 -1.086
N 3.616 -3.231 -0.569
C 4.263 -4.373 -0.394
C 3.405 -5.546 -0.265
C 3.870 -6.848 -0.100
C 2.956 -7.884 0.014
C 1.605 -7.583 -0.071
C 1.210 -6.264 -0.268
N 2.082 -5.263 -0.349
H 6.015 -5.385 -0.198
H 8.121 -4.605 0.388
H 9.730 -2.742 0.375
H 8.995 -0.468 -0.244
H 6.628 -0.058 -0.841
H 4.924 -7.072 -0.056
H 3.300 -8.895 0.174
H 0.861 -8.357 0.027
H 0.157 -6.019 -0.349
F 3.247 2.948 2.482
C 3.105 3.037 1.165
C 3.278 4.265 0.544
F 3.614 5.307 1.293
C 3.072 4.436 -0.848
C 2.747 3.266 -1.579
C 2.595 2.047 -0.955
F 2.283 0.967 -1.689
C 2.746 1.887 0.436
C 2.527 0.607 1.045
C 2.073 -0.485 0.362
N 1.676 -1.462 -0.142
C 2.798 0.305 2.393
N 3.030 -0.032 3.465
F 2.572 3.328 -2.895
C 3.143 5.716 -1.471
C 3.441 6.890 -0.766
N 3.661 7.875 -0.216
C 2.847 5.929 -2.824
N 2.580 6.143 -3.921
```

Molecular formula: C41H31BrClFFeN6O5S
Method: DFT, ωB97M-V/def2-TZVPD

## Properties
LUMO level (spin up / spin down): 3.0 / 2.0 eV
ΔE to the lowest compared entry with this formula, charge and spin: 2.45 kcal per mole
orbital gap (spin up / spin down): 2.56 / 3.03 eV
2S+1: 5
expectation value of S²: 6.227
net charge: -2

XYZ file:
```
88
C41H31BrClFFeN6O5S, DFT ωB97M-V/def2-TZVPD
Fe 1.557 -1.232 0.801
Br 3.579 6.908 -9.083
C 3.174 5.789 -7.615
C 2.463 4.588 -7.767
C 2.061 3.890 -6.618
C 2.266 4.413 -5.374
C 3.105 5.544 -5.260
C 3.623 6.176 -6.371
N 1.710 3.859 -4.220
N 2.422 4.205 -3.184
C 2.437 3.350 -2.111
C 3.604 3.289 -1.342
C 3.893 2.286 -0.498
C 2.967 1.170 -0.363
O 3.119 0.063 0.315
C 1.620 1.333 -0.831
N 0.759 0.426 -0.420
C -0.535 0.561 -0.929
C -0.904 1.651 -1.734
C -0.020 2.621 -2.150
C 1.340 2.462 -1.721
H 2.259 4.126 -8.684
H 1.640 2.889 -6.760
H 3.232 6.072 -4.308
H 4.332 7.026 -6.353
H 4.282 4.093 -1.502
H 4.918 2.224 -0.039
H -1.218 -0.197 -0.659
H -1.964 1.709 -2.067
H -0.235 3.373 -2.932
O 0.804 0.316 2.479
C 0.443 -0.411 3.410
C -0.699 -1.315 3.311
C -1.575 -1.550 4.434
C -2.693 -2.323 4.226
C -3.073 -2.888 2.974
C -2.268 -2.698 1.909
C -1.000 -1.974 2.095
O -0.140 -2.199 1.117
N -3.491 -2.755 5.404
O -4.524 -3.464 5.234
O -3.065 -2.426 6.534
H 1.017 -0.373 4.395
H -1.404 -1.004 5.354
H -4.044 -3.326 2.911
H -2.574 -3.025 0.915
F 2.354 -2.713 -4.971
C 2.314 -2.668 -3.609
C 3.434 -2.353 -2.873
C 3.309 -2.207 -1.518
C 2.076 -2.382 -0.921
C 1.055 -2.991 -1.617
C 1.098 -2.964 -3.017
H 4.311 -2.134 -3.442
H 4.152 -1.822 -0.975
H 0.196 -3.411 -1.056
H 0.117 -3.185 -3.442
Cl -5.706 0.786 1.193
C -6.275 2.261 0.485
C -7.030 3.154 1.243
C -7.149 4.460 0.809
C -6.622 4.790 -0.464
C -6.153 3.887 -1.350
C -5.882 2.502 -0.904
C -5.379 1.530 -1.759
H -7.492 2.767 2.160
H -7.627 5.164 1.529
H -6.610 5.838 -0.778
H -5.700 4.162 -2.298
H -4.940 1.694 -2.748
H -5.360 0.513 -1.374
C 0.497 -6.160 2.898
C 1.260 -5.038 3.544
C 1.388 -4.985 4.914
C 2.345 -4.074 5.475
N 3.045 -3.306 4.712
C 2.802 -3.176 3.386
S 3.586 -2.007 2.481
N 1.892 -4.069 2.790
C 2.483 -4.096 6.960
H -0.188 -6.511 3.687
H 1.252 -6.899 2.528
H -0.034 -5.752 2.051
H 0.820 -5.660 5.516
H 1.559 -3.831 1.868
H 2.190 -3.101 7.424
H 3.518 -4.322 7.195
H 1.897 -4.944 7.348
```

Molecular formula: C41H31Cl2MnN7O4
Method: DFT, ωB97M-V/def2-TZVPD

## Properties
LUMO level (spin up / spin down): 4.4 / 4.4 eV
orbital gap (spin up / spin down): 6.43 / 6.53 eV
2S+1: 6
expectation value of S²: 8.754
net charge: -2

XYZ file:
```
86
C41H31Cl2MnN7O4, DFT ωB97M-V/def2-TZVPD
Mn -0.094 0.094 -0.014
Cl 5.789 -3.799 0.721
C 4.283 -2.986 1.068
C 3.569 -2.440 0.015
C 2.360 -1.762 0.220
N 1.666 -1.085 -0.790
C 2.015 -1.259 -2.078
O 2.735 -2.124 -2.598
C 1.461 -0.238 -3.057
C 1.714 -0.431 -4.417
C 1.270 0.513 -5.316
C 0.600 1.632 -4.837
C 0.393 1.736 -3.474
N 0.805 0.821 -2.598
C 1.866 -1.668 1.555
C 2.609 -2.233 2.597
C 3.807 -2.884 2.356
Cl 4.683 -3.555 3.706
N 0.669 -0.980 1.752
C 0.066 -0.940 2.944
O 0.356 -1.482 4.020
C -1.217 -0.125 2.953
C -1.893 0.046 4.160
C -3.082 0.744 4.160
C -3.570 1.247 2.962
C -2.826 1.041 1.814
N -1.674 0.379 1.810
H 3.947 -2.548 -0.982
H 2.254 -1.319 -4.713
H 1.444 0.386 -6.379
H 0.239 2.406 -5.502
H -0.127 2.593 -3.062
H 2.233 -2.164 3.600
H -1.458 -0.382 5.051
H -3.627 0.898 5.085
H -4.504 1.791 2.912
H -3.157 1.429 0.858
C -0.240 3.236 3.232
C 1.195 2.975 2.880
C 2.184 3.146 3.840
C 3.517 2.904 3.550
C 3.866 2.504 2.272
C 2.907 2.329 1.282
C 3.335 1.980 -0.112
C 1.554 2.545 1.589
N 0.556 2.256 0.632
C -0.138 3.259 0.126
O 0.008 4.488 0.282
C -1.294 2.815 -0.755
C -2.152 3.753 -1.316
C -3.207 3.300 -2.093
C -3.394 1.939 -2.282
C -2.501 1.061 -1.679
N -1.479 1.510 -0.956
C -2.676 -0.439 -1.824
O -3.628 -0.826 -2.531
N -1.787 -1.158 -1.152
C -1.867 -2.560 -1.343
C -1.619 -3.129 -2.603
C -1.331 -2.257 -3.785
C -1.654 -4.510 -2.750
C -1.936 -5.339 -1.676
C -2.177 -4.775 -0.436
C -2.139 -3.398 -0.252
C -2.339 -2.827 1.119
H -0.338 3.456 4.297
H -0.628 4.077 2.654
H -0.864 2.372 3.005
H 1.893 3.459 4.838
H 4.276 3.028 4.313
H 4.907 2.317 2.027
H 4.277 1.428 -0.100
H 2.591 1.383 -0.626
H 3.481 2.890 -0.704
H -1.962 4.799 -1.120
H -3.888 4.010 -2.550
H -4.202 1.523 -2.866
H -0.687 -1.427 -3.500
H -0.836 -2.822 -4.577
H -2.258 -1.823 -4.169
H -1.445 -4.935 -3.726
H -1.959 -6.415 -1.805
H -2.387 -5.410 0.419
H -2.826 -3.555 1.772
H -1.377 -2.569 1.561
H -2.936 -1.916 1.090
```

Molecular formula: C41H32BrCrNO2P2S
Method: DFT, ωB97M-V/def2-TZVPD

## Properties
LUMO level (spin up / spin down): -9.7 / -9.1 eV
ΔE to the lowest compared entry with this formula, charge and spin: 35.22 kcal per mole
orbital gap (spin up / spin down): 6.30 / 7.28 eV
2S+1: 4
expectation value of S²: 3.853
net charge: +3

XYZ file:
```
81
C41H32BrCrNO2P2S, DFT ωB97M-V/def2-TZVPD
Cr 0.367 -0.374 0.099
O 0.692 0.945 -1.415
S -0.817 0.852 -1.507
C -1.390 2.474 -0.985
C -2.359 3.212 -1.640
C -2.818 4.383 -1.050
C -2.337 4.775 0.189
C -1.391 4.012 0.853
C -0.912 2.836 0.282
P 0.415 1.886 1.122
C 1.396 3.239 1.839
C 2.123 4.057 0.974
C 2.661 5.239 1.452
C 2.490 5.602 2.781
C 1.804 4.763 3.646
C 1.261 3.578 3.185
C -0.262 1.025 2.554
C -1.545 1.047 2.977
C -1.964 0.193 4.059
C -1.224 -0.882 4.389
C 0.023 -1.159 3.658
C 0.739 0.118 3.253
C -0.937 0.316 -3.225
C -1.075 1.054 -4.381
C -0.920 0.393 -5.596
C -0.628 -0.961 -5.629
C -0.474 -1.689 -4.457
C -0.619 -1.048 -3.232
P -0.521 -1.883 -1.601
C -2.286 -2.279 -1.392
C -3.093 -1.571 -0.501
C -4.445 -1.853 -0.418
C -4.999 -2.822 -1.240
C -4.202 -3.515 -2.139
C -2.847 -3.252 -2.218
C 0.460 -3.370 -1.833
C 1.678 -3.233 -2.509
C 2.515 -4.324 -2.635
C 2.161 -5.538 -2.054
C 0.961 -5.668 -1.365
C 0.112 -4.582 -1.235
H -2.750 2.878 -2.588
H -3.559 4.980 -1.557
H -2.700 5.679 0.651
H -1.033 4.308 1.827
H 2.255 3.774 -0.061
H 3.203 5.895 0.791
H 2.883 6.539 3.146
H 1.668 5.040 4.679
H 0.711 2.939 3.858
H -2.276 1.700 2.518
H -2.882 0.421 4.579
H -1.556 -1.584 5.138
H 0.670 -1.892 4.132
H 1.007 0.585 4.214
H -1.275 2.115 -4.369
H -1.017 0.951 -6.516
H -0.509 -1.453 -6.581
H -0.232 -2.741 -4.499
H -2.663 -0.794 0.126
H -5.066 -1.323 0.289
H -6.053 -3.037 -1.185
H -4.629 -4.265 -2.785
H -2.226 -3.788 -2.921
H 1.936 -2.282 -2.960
H 3.442 -4.236 -3.181
H 2.825 -6.387 -2.132
H 0.684 -6.617 -0.931
H -0.814 -4.667 -0.684
O 5.550 -0.360 3.267
C 4.440 -0.479 2.586
C 4.354 -0.962 1.269
C 3.131 -0.974 0.646
N 1.996 -0.578 1.235
C 2.040 -0.169 2.523
Br -0.482 -2.093 1.826
C 3.234 -0.096 3.208
H 6.351 -0.628 2.788
H 5.227 -1.315 0.745
H 3.034 -1.335 -0.374
H 3.284 0.253 4.227
```